Entry 1:
This record from OMol25 describes a structure of composition C24H38OPRe in a non-equilibrium geometry. The level of theory is ωB97M-V/def2-TZVPD.

Properties
Energy relative to the best compared isomer or geometry (same formula, charge and spin) = 0.0 kcal/mol
2S+1 = 4
Total charge = +1
Frontier orbital gap (spin up / spin down) = 6.65 / 7.15 eV
<S²> = 3.76
HOMO (spin up / spin down) = -8.83 / -10.61 eV
LUMO (spin up / spin down) = -2.173 / -3.458 eV

CARTESIAN COORDINATES (ANGSTROEM)
1 C 1.6088 1.6514 1.5557
2 C 0.1975 1.6106 1.8001
3 C -0.4768 2.2091 0.6756
4 C 0.5261 2.6583 -0.2514
5 C 1.8242 2.2749 0.2725
6 Re 0.6581 0.5915 -0.0068
7 C -1.8009 -0.5161 -1.9670
8 C -0.3062 -0.6646 -1.6854
9 H 0.0009 -1.7051 -1.5001
10 C 0.6896 0.2206 -2.1958
11 H 0.4292 1.0147 -2.8977
12 H 1.7023 -0.1710 -2.3562
13 C -2.2399 -1.6669 -2.8941
14 H -2.1020 -2.6398 -2.4135
15 H -3.2965 -1.5441 -3.1451
16 H -1.6562 -1.6415 -3.8192
17 C -2.1291 0.7803 -2.7024
18 H -1.8780 1.6596 -2.1024
19 H -1.5898 0.8369 -3.6571
20 H -3.2015 0.8049 -2.9207
21 C -0.4462 1.1090 3.0464
22 H -0.0594 0.1136 3.3048
23 H -0.2412 1.7726 3.9020
24 H -1.5255 1.0432 2.9261
25 C -1.9342 2.5205 0.6460
26 H -2.4978 1.7313 1.1503
27 H -2.1501 3.4740 1.1547
28 H -2.3024 2.5884 -0.3803
29 C 0.2716 3.4990 -1.4574
30 H -0.7997 3.5589 -1.6572
31 H 0.6545 4.5209 -1.3159
32 H 0.7559 3.0829 -2.3477
33 C 3.1494 2.4796 -0.3727
34 H 3.0412 2.6113 -1.4502
35 H 3.6911 3.3478 0.0201
36 H 3.7847 1.6068 -0.1990
37 C 2.6374 1.1196 2.4937
38 H 3.5317 0.7738 1.9621
39 H 2.9463 1.8937 3.2102
40 H 2.2313 0.2849 3.0776
41 C -2.0172 -1.0504 0.5399
42 C -2.6000 -0.6144 -0.6444
43 C -2.7385 -1.0353 1.7408
44 C -3.9607 -0.2795 -0.6432
45 H -0.9445 -1.3171 0.5614
46 C -4.0677 -0.6094 1.7494
47 H -2.2641 -1.3841 2.6573
48 C -4.6867 -0.2491 0.5453
49 H -4.4548 -0.0856 -1.5946
50 H -4.6338 -0.5887 2.6811
51 H -5.7381 0.0355 0.5188
52 C 1.0992 -3.6987 0.8886
53 P 2.3924 -2.5575 0.3881
54 C 3.6498 -2.4477 1.6583
55 C 3.1928 -3.0897 -1.1267
56 O 1.7099 -1.2029 0.1575
57 H 0.5970 -3.3310 1.7978
58 H 1.5523 -4.6796 1.0931
59 H 0.3468 -3.8088 0.0931
60 H 4.0416 -3.4498 1.8914
61 H 4.4861 -1.8301 1.2972
62 H 3.2315 -2.0118 2.5763
63 H 2.5068 -3.0037 -1.9816
64 H 4.0833 -2.4686 -1.3112
65 H 3.5181 -4.1372 -1.0361

Entry 2:
This record from OMol25 describes a cluster of 4 separate species, C14H29BrClO13P2 in total. The level of theory is ωB97M-V/def2-TZVPD.

Properties
Total charge = -1
Frontier orbital gap = 5.28 eV
HOMO = -3.06 eV
LUMO = 2.223 eV

CARTESIAN COORDINATES (ANGSTROEM)
1 O 5.6176 2.8258 0.2562
2 P 5.4470 2.9626 -1.1970
3 O 6.5876 3.8945 -1.8421
4 O 5.6919 1.5536 -1.9461
5 C 3.8689 3.5879 -1.8623
6 C 2.7544 3.9268 -0.8823
7 Br 3.2790 5.4972 0.1771
8 P 2.2974 2.4372 -0.0404
9 O 0.6659 2.3169 -0.3766
10 Cl 2.1585 2.9344 1.9818
11 H 7.2561 3.9743 -1.1520
12 H 5.3220 0.8823 -1.3581
13 H 3.5049 2.7800 -2.5067
14 H 4.0843 4.4291 -2.5273
15 H 0.5728 1.4171 -0.6960
16 C 0.9032 1.2076 5.8988
17 C 0.2459 0.9351 4.5646
18 O 0.2690 -0.4701 4.2333
19 C -0.6226 -1.2246 4.8517
20 O -1.4706 -0.8611 5.6286
21 O -0.4405 -2.4932 4.4599
22 C -1.3219 -3.4304 5.0742
23 H 1.9226 0.8207 5.9019
24 H 0.9419 2.2828 6.0720
25 H 0.3524 0.7438 6.7168
26 H 0.7947 1.4227 3.7642
27 H -0.7840 1.2899 4.5444
28 H -2.3605 -3.1403 4.9297
29 H -1.1120 -3.5104 6.1401
30 H -1.1294 -4.3819 4.5872
31 C 2.0645 -1.3362 -6.2862
32 C 2.8588 -1.9658 -5.1627
33 O 2.4505 -1.4786 -3.8781
34 C 1.3229 -1.9938 -3.3943
35 O 0.6543 -2.8558 -3.9092
36 O 1.0713 -1.4040 -2.2312
37 C -0.1445 -1.7822 -1.5852
38 H 2.1301 -0.2493 -6.2315
39 H 2.4610 -1.6620 -7.2484
40 H 1.0153 -1.6217 -6.2307
41 H 3.9088 -1.6899 -5.2340
42 H 2.7855 -3.0533 -5.1785
43 H -0.2127 -2.8601 -1.4581
44 H -1.0019 -1.4213 -2.1509
45 H -0.1194 -1.2981 -0.6137
46 C -6.8564 -1.0948 -1.6518
47 C -6.1774 -1.9437 -0.5992
48 O -4.8064 -1.5693 -0.4060
49 C -4.6126 -0.4664 0.3231
50 O -5.4743 0.1879 0.8525
51 O -3.3075 -0.2322 0.3741
52 C -2.9287 0.9611 1.0790
53 H -6.2983 -1.1339 -2.5878
54 H -7.8662 -1.4645 -1.8320
55 H -6.9215 -0.0561 -1.3329
56 H -6.1321 -2.9838 -0.9163
57 H -6.7033 -1.8968 0.3541
58 H -3.3474 0.9622 2.0824
59 H -3.2645 1.8409 0.5347
60 H -1.8443 0.9508 1.1231

Entry 3:
This record from OMol25 describes the ion C2H2NO2S5 with charge -1 in a non-equilibrium geometry. The level of theory is ωB97M-V/def2-TZVPD.

Properties
Energy relative to the best compared isomer or geometry (same formula, charge and spin) = 5.2 kcal/mol
Total charge = -1
Structure (SMILES) = O=S(=O)(N=C(S)S)C(=S)[S-]
Frontier orbital gap = 6.90 eV
HOMO = -4.31 eV
LUMO = 2.588 eV

CARTESIAN COORDINATES (ANGSTROEM)
1 C 1.2596 -0.0882 0.0798
2 C -1.9935 0.6743 -0.3664
3 N 0.2025 0.1544 0.7214
4 O -1.1585 -1.9512 -0.2263
5 O -1.7697 -0.8904 1.8629
6 S -3.1942 1.4230 0.4886
7 S -1.1781 1.0634 -1.7949
8 S 2.5264 1.1307 0.0636
9 S 1.6108 -1.4948 -0.9797
10 S -1.2833 -0.6975 0.5153
11 H 2.2548 1.7016 1.2308
12 H 2.7234 -1.0253 -1.5951

Entry 4:
This record from OMol25 describes a structure of composition C5H9NO. The level of theory is ωB97M-V/def2-TZVPD.

Properties
Energy relative to the best compared isomer or geometry (same formula, charge and spin) = 104.3 kcal/mol
Frontier orbital gap = 9.41 eV
HOMO = -8.63 eV
LUMO = 0.774 eV

CARTESIAN COORDINATES (ANGSTROEM)
1 C 1.9724 -0.3636 0.3433
2 C 0.7527 0.3599 -0.2017
3 C -0.2064 -0.2552 -1.2114
4 N -1.3486 0.5745 -0.7791
5 C -2.0291 -0.1202 0.1604
6 C -0.3292 0.8380 0.7751
7 O -0.4518 1.7320 1.5532
8 H 1.7220 -1.2869 0.8745
9 H 2.5416 0.2865 1.0163
10 H 2.6298 -0.6214 -0.4954
11 H 1.0714 1.3167 -0.6324
12 H 0.0695 -0.0967 -2.2550
13 H -0.3545 -1.3350 -1.0453
14 H -1.0072 -0.3098 1.1349
15 H -2.7433 0.4591 0.7491
16 H -2.2894 -1.1778 0.0133

Entry 5:
This record from OMol25 describes a structure of composition C30H32ClLaN3SSi2 in a non-equilibrium geometry. The level of theory is ωB97M-V/def2-TZVPD.

Properties
Energy relative to the best compared isomer or geometry (same formula, charge and spin) = 43.1 kcal/mol
Total charge = +1
Frontier orbital gap (spin up / spin down) = 4.68 / 4.68 eV
HOMO (spin up / spin down) = -8.58 / -8.57 eV
LUMO (spin up / spin down) = -3.894 / -3.896 eV

CARTESIAN COORDINATES (ANGSTROEM)
1 C -2.2806 -0.6585 -0.2438
2 C -2.6269 0.0578 -1.4359
3 C -2.5868 -0.8692 -2.5239
4 H -2.9372 1.1065 -1.4841
5 C -2.1974 -2.1523 -2.0051
6 C -2.0059 -2.0101 -0.5997
7 H -1.7730 -2.8165 0.0981
8 H -2.3487 -0.2695 0.7719
9 H -2.8630 -0.6659 -3.5564
10 H -2.1425 -3.0867 -2.5653
11 La -0.0340 -0.5270 -1.9077
12 Si -0.3671 -0.8448 -5.4981
13 C -0.1988 0.6266 -6.6978
14 C 1.0910 1.0343 -7.3034
15 H 1.8839 0.2807 -7.3915
16 C 1.0224 1.9170 -8.4696
17 H 1.9472 2.0620 -9.0497
18 C -0.1201 2.5857 -8.8088
19 H -0.1264 3.3717 -9.5777
20 C -1.3088 2.2571 -8.1534
21 H -2.2409 2.6982 -8.5010
22 C -1.3258 1.2872 -7.1315
23 H -2.2959 1.0560 -6.6835
24 C 0.0673 -2.2123 -6.7142
25 C -0.3804 -1.9915 -8.0341
26 H -1.1333 -1.2250 -8.2261
27 C 0.2052 -2.6373 -9.1237
28 H -0.0817 -2.3469 -10.1403
29 C 1.1850 -3.6149 -8.9109
30 H 1.7103 -4.0563 -9.7633
31 C 1.4984 -3.9866 -7.5957
32 H 2.2315 -4.7829 -7.4165
33 C 0.9287 -3.2999 -6.5154
34 H 1.2264 -3.6030 -5.5118
35 H -1.7560 -0.9187 -4.9935
36 Si 1.9639 1.9871 -5.7437
37 C 2.2638 0.4646 -4.7288
38 C 0.9898 -0.2717 -4.3664
39 H 0.3583 0.5173 -3.8018
40 C 1.1331 -1.6603 -3.9087
41 H 0.2486 -2.3213 -3.6960
42 C 2.4026 -2.2045 -3.6657
43 H 2.4756 -3.2563 -3.3466
44 C 3.5262 -1.3807 -3.7544
45 H 4.4895 -1.7872 -3.4479
46 C 3.4367 -0.0431 -4.2115
47 H 4.3240 0.6163 -4.1408
48 C 0.7396 3.2755 -5.1554
49 C -0.1372 3.1833 -4.0724
50 H 0.0482 2.4682 -3.2666
51 C -1.2350 4.0435 -3.9820
52 H -2.0133 3.8544 -3.2399
53 C -1.3483 5.1445 -4.8453
54 H -2.2283 5.7973 -4.8130
55 C -0.3233 5.3811 -5.7697
56 H -0.3606 6.2861 -6.3813
57 C 0.7062 4.4483 -5.9283
58 H 1.4887 4.6242 -6.6717
59 H 3.0996 2.7532 -6.0176
60 Cl 1.5594 1.6224 -1.5136
61 N 0.3589 0.1209 0.8406
62 N 1.0237 -0.7540 1.7248
63 C 1.5308 -1.9241 1.2781
64 N 2.1538 -2.6408 2.2464
65 S 1.4359 -2.4529 -0.3297
66 H 0.9999 0.8766 0.5395
67 H -0.4101 0.5700 1.3469
68 H 0.9758 -0.5594 2.7243
69 H 2.6051 -3.5095 2.0228
70 H 2.2145 -2.3111 3.2012

Entry 6:
This record from OMol25 describes the molecule C14H9F4NO2 in a non-equilibrium geometry. The level of theory is ωB97M-V/def2-TZVPD.

Properties
Energy relative to the best compared isomer or geometry (same formula, charge and spin) = 0.0 kcal/mol
Structure (SMILES) = O=[N+]([O-])CC(c1cc(F)cc(F)c1)c1cc(F)cc(F)c1
Frontier orbital gap = 8.49 eV
HOMO = -9.70 eV
LUMO = -1.206 eV

CARTESIAN COORDINATES (ANGSTROEM)
1 C 1.0408 0.1159 -1.5778
2 N 0.7525 -0.8839 -2.4541
3 O 1.2270 -2.0497 -2.2649
4 O 0.0174 -0.6201 -3.4536
5 H 0.8487 1.1280 -1.9579
6 H 1.8453 -0.1141 -0.8765
7 F 0.9770 -3.7351 1.8759
8 C -0.0378 -3.1222 1.1536
9 C -0.9004 -3.9305 0.4197
10 C -1.7192 -3.2586 -0.4845
11 F -2.4028 -4.0406 -1.4079
12 C -1.6977 -1.8795 -0.6470
13 C -0.7014 -1.0683 -0.0230
14 C -0.4958 0.3134 -0.5492
15 C -0.0810 1.4725 0.2694
16 C -0.6582 2.7547 0.0120
17 C -0.1546 3.9063 0.6101
18 F -0.6089 5.1509 0.2293
19 C 0.8737 3.8926 1.5427
20 C 1.3136 2.6307 1.9255
21 F 2.3172 2.5427 2.8738
22 C 0.8572 1.4390 1.3490
23 C 0.0121 -1.7266 1.0382
24 H -0.8115 -5.0114 0.4538
25 H -2.4473 -1.4303 -1.2929
26 H -1.0065 0.5613 -1.5601
27 H -1.5615 2.8551 -0.5928
28 H 1.3539 4.7844 1.9245
29 H 1.1925 0.4805 1.7533
30 H 0.6558 -1.1572 1.7114